{
  "formula": "C3H10NO",
  "method": "wB97M-V/def2-TZVPD",
  "symbols": ["C", "C", "H", "H", "H", "H", "H", "H", "C", "H", "H", "N", "H", "H", "O"],
  "xyz": [[-1.775, -0.070, 1.286], [-1.319, 0.258, -1.014], [-2.747, 0.418, 1.207], [-1.912, -1.147, 1.317], [2.503, -0.861, 0.484], [1.370, -1.192, -0.832], [2.923, -0.482, -1.260], [-2.397, 0.303, -1.149], [2.159, -0.539, -0.492], [-1.354, 0.338, 2.195], [0.184, 0.370, 0.173], [-0.891, 0.338, 0.184], [2.329, 1.202, 0.137], [-0.674, 0.258, -1.882], [1.602, 0.804, -0.353]],
  "mulliken_charge": [-0.880, -0.120, 0.350, 0.344, 0.323, 0.283, 0.275, 0.267, -0.652, 0.344, 0.401, 0.027, 0.330, 0.284, -0.575],
  "homo_energy_ev": -15.6,
  "charge": 1,
  "e_above_lowest_ev": 1.526,
  "lumo_ev": -4.845
}

{
  "formula": "C3H10NO",
  "method": "wB97M-V/def2-TZVPD",
  "symbols": ["O", "H", "N", "H", "C", "H", "C", "H", "H", "C", "H", "H", "H", "H", "H"],
  "xyz": [[-0.331, 2.077, 1.533], [-1.285, -0.935, -2.049], [-0.333, 0.324, -0.775], [-0.370, 2.002, 2.487], [-1.034, 0.091, -1.797], [-0.261, -0.330, 1.278], [1.252, -1.401, 0.100], [-1.475, 0.857, -2.419], [-0.838, -1.452, 0.053], [-0.085, -0.698, 0.277], [1.274, -2.279, 0.750], [1.458, -1.568, -0.952], [-0.176, 1.281, -0.459], [0.067, 2.943, 1.450], [2.138, -0.911, 0.522]],
  "mulliken_charge": [-0.622, 0.279, 0.082, 0.310, -0.116, 0.264, -1.052, 0.285, 0.273, -0.279, 0.320, 0.344, 0.278, 0.303, 0.331],
  "homo_energy_ev": -16.1,
  "charge": 1,
  "e_above_lowest_ev": 0.899,
  "lumo_ev": -4.945
}